1.
Molecular formula: H12O6
Method: DFT, the ωB97M-V functional and the def2-TZVPD basis

XYZ file:
```
18
H12O6, DFT the ωB97M-V functional and the def2-TZVPD basis
O 0.084 -0.058 0.408
H 0.583 0.295 -0.329
H -0.451 -0.753 0.025
O -0.440 1.743 2.504
H -0.652 1.230 1.723
H 0.215 2.374 2.206
O 1.779 1.130 -2.127
H 0.890 1.057 -2.475
H 2.078 1.994 -2.412
O -0.629 -4.297 1.106
H -0.593 -4.819 0.304
H -0.971 -3.449 0.824
O 1.258 3.248 0.811
H 0.473 3.005 0.322
H 1.422 4.159 0.567
O -1.571 -2.031 -0.878
H -2.411 -2.484 -0.952
H -1.062 -2.345 -1.626
```

Results
LUMO = -0.003 Eh
E_tot = -12479.669 eV
multiplicity = 1
relative energy (zero: lowest compared OMol25 entry of this formula, charge and spin) = 33.32 kcal per mole

2.
Molecular formula: H12O6
Method: DFT, the ωB97M-V functional and the def2-TZVPD basis

XYZ file:
```
18
H12O6, DFT the ωB97M-V functional and the def2-TZVPD basis
H -1.704 -0.294 1.102
H -1.608 0.345 -0.348
H 0.770 1.745 1.066
H 2.036 2.708 0.854
H -1.193 -3.236 -1.063
H -1.319 -1.758 -0.359
H 0.897 -0.308 1.662
H -0.148 -0.532 2.837
H 1.925 -0.248 -0.894
H 1.359 -1.578 -0.986
H 0.164 1.363 -2.197
H 0.478 1.775 -0.736
O -2.188 -0.148 0.228
O 1.165 2.507 0.481
O -1.365 -2.286 -1.148
O 0.020 -0.074 2.025
O 1.943 -1.053 -0.357
O 0.217 1.056 -1.346
```

Results
LUMO = 0.008 Eh
E_tot = -12479.649 eV
multiplicity = 1
relative energy (zero: lowest compared OMol25 entry of this formula, charge and spin) = 33.79 kcal per mole

3.
Molecular formula: H12O6
Method: DFT, the ωB97M-V functional and the def2-TZVPD basis

XYZ file:
```
18
H12O6, DFT the ωB97M-V functional and the def2-TZVPD basis
O -1.550 -1.630 -1.866
H -1.341 -1.508 -2.663
H -0.746 -2.170 -1.443
O 0.433 0.058 -0.155
H -0.539 0.461 -0.222
H 0.433 -0.742 0.317
O 1.177 0.513 3.149
H 1.360 1.055 2.520
H 0.222 0.482 3.397
O -2.188 1.314 -0.837
H -2.086 0.886 -1.886
H -2.319 2.164 -0.962
O 0.552 -1.874 1.635
H 0.617 -0.989 2.073
H -0.157 -2.242 2.011
O 2.063 1.422 -2.059
H 2.739 1.568 -1.512
H 1.322 1.236 -1.499
```

Results
LUMO = 0.011 Eh
E_tot = -12477.231 eV
multiplicity = 1
relative energy (zero: lowest compared OMol25 entry of this formula, charge and spin) = 89.53 kcal per mole

4.
Molecular formula: H12O6
Method: DFT, the ωB97M-V functional and the def2-TZVPD basis

XYZ file:
```
18
H12O6, DFT the ωB97M-V functional and the def2-TZVPD basis
H -1.818 -0.278 2.273
H -0.395 -0.423 1.493
H 1.679 -0.124 1.218
H 1.055 -1.311 0.601
H -0.132 -1.318 -1.189
H 1.466 -0.898 -1.402
H 2.594 1.792 -0.623
H 1.054 1.434 -0.255
H -0.996 1.456 0.537
H -1.095 1.556 -1.124
H -2.567 -0.964 -1.391
H -1.714 -0.261 -0.192
O -1.348 -0.059 1.421
O 1.057 -0.849 1.512
O 0.812 -1.639 -1.066
O 1.977 1.043 -0.432
O -0.667 1.943 -0.251
O -1.722 -0.522 -1.176
```

Results
LUMO = 0.018 Eh
E_tot = -12480.503 eV
multiplicity = 1
relative energy (zero: lowest compared OMol25 entry of this formula, charge and spin) = 14.09 kcal per mole

5.
Molecular formula: H12O6
Method: DFT, the ωB97M-V functional and the def2-TZVPD basis

XYZ file:
```
18
H12O6, DFT the ωB97M-V functional and the def2-TZVPD basis
O -1.990 -1.867 0.751
H -2.275 -1.110 1.292
H -1.015 -1.828 0.849
O 1.028 1.572 1.838
H 1.812 1.825 2.334
H 1.082 1.982 0.938
O 0.680 -1.040 1.251
H 0.944 -0.188 1.671
H 1.402 -1.657 1.420
O 0.998 2.343 -0.755
H 0.811 1.442 -1.132
H 1.503 2.844 -1.398
O 0.746 -0.206 -1.492
H 0.730 -0.621 -0.611
H -0.094 -0.511 -1.893
O -1.868 -1.119 -1.969
H -2.053 -1.516 -1.091
H -2.440 -0.345 -2.003
```

Results
LUMO = 0.019 Eh
E_tot = -12480.994 eV
multiplicity = 1
relative energy (zero: lowest compared OMol25 entry of this formula, charge and spin) = 2.76 kcal per mole

6.
Molecular formula: H12O6
Method: DFT, the ωB97M-V functional and the def2-TZVPD basis

XYZ file:
```
18
H12O6, DFT the ωB97M-V functional and the def2-TZVPD basis
H -0.528 -1.057 -0.133
H 0.453 -0.173 0.724
H -1.724 3.529 -0.579
H -0.258 3.755 -0.388
H -3.269 -3.022 0.723
H -2.573 -1.715 0.496
H -3.823 -0.723 -0.586
H -3.970 0.701 -0.022
H 3.668 1.461 0.083
H 3.087 0.704 1.169
H 5.000 -2.009 -1.216
H 3.877 -1.179 -0.938
O 0.255 -1.102 0.399
O -0.981 3.089 -0.165
O -3.360 -2.089 0.758
O -3.445 0.223 -0.684
O 3.360 1.566 1.012
O 4.230 -1.958 -0.655
```

Results
LUMO = 0.016 Eh
E_tot = -12478.883 eV
multiplicity = 1
relative energy (zero: lowest compared OMol25 entry of this formula, charge and spin) = 51.45 kcal per mole

7.
Molecular formula: H12O6
Method: DFT, the ωB97M-V functional and the def2-TZVPD basis

XYZ file:
```
18
H12O6, DFT the ωB97M-V functional and the def2-TZVPD basis
O 5.740 -2.264 -0.341
H 4.837 -1.972 -0.470
H 5.701 -3.215 -0.439
O 1.114 -0.831 0.059
H 1.440 -0.442 0.871
H 0.323 -0.334 -0.145
O -2.158 2.134 -4.002
H -2.699 2.032 -4.786
H -1.277 2.298 -4.339
O -1.421 -4.641 0.881
H -0.987 -3.862 0.535
H -2.351 -4.496 0.706
O -3.099 1.687 0.239
H -2.829 1.942 -0.643
H -2.604 2.266 0.818
O -0.045 3.096 3.345
H 0.863 3.283 3.583
H -0.549 3.319 4.128
```

Results
LUMO = 0.015 Eh
E_tot = -12479.401 eV
multiplicity = 1
relative energy (zero: lowest compared OMol25 entry of this formula, charge and spin) = 39.49 kcal per mole

Question: The highest LUMO belongs to which entry?
Answer: number 5

Question: Which formula does entry 7 have?
Answer: H12O6

Question: What is the formula in the second record?
Answer: H12O6

Copy entry 2 word for word.
Molecular formula: H12O6
Method: DFT, the ωB97M-V functional and the def2-TZVPD basis

XYZ file:
```
18
H12O6, DFT the ωB97M-V functional and the def2-TZVPD basis
H -1.704 -0.294 1.102
H -1.608 0.345 -0.348
H 0.770 1.745 1.066
H 2.036 2.708 0.854
H -1.193 -3.236 -1.063
H -1.319 -1.758 -0.359
H 0.897 -0.308 1.662
H -0.148 -0.532 2.837
H 1.925 -0.248 -0.894
H 1.359 -1.578 -0.986
H 0.164 1.363 -2.197
H 0.478 1.775 -0.736
O -2.188 -0.148 0.228
O 1.165 2.507 0.481
O -1.365 -2.286 -1.148
O 0.020 -0.074 2.025
O 1.943 -1.053 -0.357
O 0.217 1.056 -1.346
```

Results
LUMO = 0.008 Eh
E_tot = -12479.649 eV
multiplicity = 1
relative energy (zero: lowest compared OMol25 entry of this formula, charge and spin) = 33.79 kcal per mole